w | Density functional theory data (wB97M-V/def2-TZVPD) for a single C3H4S molecule.

Computed properties:
Total charge: 0
Highest occupied orbital energy (alpha / beta), eV: -7.728 / -8.148
Gap between HOMO and LUMO (alpha / beta), eV: 7.8 / 8.3
SMILES: C1=CSC1
Multiplicity: 1

Atoms and positions in Å:
C 0.569 -0.702 0.024
C -0.591 1.241 -0.176
S 1.081 1.040 -0.268
C -0.812 -0.415 0.345
H -0.897 2.150 0.120
H 0.872 -1.168 -0.957
H 1.360 -1.048 0.798
H -1.583 -1.098 0.114

x | Density functional theory data (wB97M-V/def2-TZVPD) for 2 unconnected molecules or ions with the total composition C3H4S.

Computed properties:
Total charge: 0
Highest occupied orbital energy, eV: -8.682
Gap between HOMO and LUMO, eV: 8.3
SMILES: C#C.C=S
Multiplicity: 1

Atoms and positions in Å:
C -1.174 -1.332 1.120
H -0.936 -0.370 -1.534
H -2.232 -1.236 0.796
C -0.096 -1.789 1.404
S -0.603 1.596 -0.323
H 0.791 -2.246 1.874
C -0.943 0.706 -1.626
H -1.412 1.137 -2.407

x wins, 19.9 kcal/mol ahead of the next structure.

w | Density functional theory data (wB97M-V/def2-TZVPD) for a molecular structure, C24H32F5GeIrO2S2.

Computed properties:
Total charge: +1
Highest occupied orbital energy (alpha / beta), eV: -10.405 / -10.684
Gap between HOMO and LUMO (alpha / beta), eV: 6.1 / 6.4
Multiplicity: 2
Expectation value of S²: 0.76

Atoms and positions in Å:
C 3.210 -1.763 1.712
C 1.272 -0.795 -1.324
H 0.611 -5.940 2.196
H -3.153 2.428 3.781
H -1.156 0.165 4.350
H -2.277 -3.462 0.210
H 3.733 -0.815 1.606
C 1.261 -3.964 1.696
F -6.047 -0.077 -5.254
O -0.329 1.322 0.232
F -2.752 0.808 -1.049
H 1.214 -1.861 -1.566
H 3.922 1.246 -0.605
O 1.821 -0.722 0.172
H 3.777 -0.896 -4.507
H 2.677 2.488 -3.393
C -1.599 2.200 2.352
H 4.988 0.900 -1.971
Ir -0.506 -0.015 -1.385
H 4.529 -0.400 -0.871
C 1.877 1.771 -3.196
H 0.456 4.057 1.264
C -3.022 -0.006 -3.246
H -1.037 3.063 2.706
C -0.914 -4.823 1.175
C 0.345 -4.998 1.738
H 1.860 2.147 0.581
C -1.283 -3.606 0.611
C 1.119 1.507 2.486
H 3.830 -2.550 1.272
H -3.144 0.857 3.000
F -7.008 1.088 -2.998
C -1.737 1.049 4.629
H 3.063 -2.000 2.764
H 2.070 -1.352 -4.453
C -0.375 -2.568 0.585
H -1.621 -5.643 1.187
C 0.923 -2.754 1.078
C 4.172 0.505 -1.365
F -5.333 1.506 -0.883
C -2.502 1.623 3.440
H 1.345 1.580 -4.127
H 1.413 4.276 2.741
C 1.445 3.928 1.706
C 1.913 2.481 1.618
C -3.902 -0.214 -4.303
H 0.846 1.926 3.457
H 2.957 2.403 1.929
H -0.686 -1.590 0.207
C -5.735 0.725 -3.072
C 1.934 -1.715 0.943
H 3.240 -2.156 -3.391
C -4.886 0.938 -2.002
H 1.687 0.593 2.663
H -2.157 2.476 1.457
H 2.252 -4.113 2.104
C -3.564 0.563 -2.114
S -0.441 0.963 1.729
F -3.467 -0.764 -5.434
C 2.965 -1.204 -3.848
H -1.053 1.787 5.056
C -5.238 0.138 -4.224
S -1.308 -0.419 -3.461
H -2.423 0.747 5.419
H 2.127 4.580 1.162
H 1.181 2.219 -2.489
Ge 2.621 0.131 -2.483

x | Density functional theory data (wB97M-V/def2-TZVPD) for a molecular structure, C24H32F5GeIrO2S2.

Computed properties:
Total charge: +1
Highest occupied orbital energy (alpha / beta), eV: -10.646 / -10.597
Gap between HOMO and LUMO (alpha / beta), eV: 7.1 / 6.2
Multiplicity: 2
Expectation value of S²: 0.76

Atoms and positions in Å:
H -2.421 -4.383 -0.245
H -1.468 3.606 1.146
C -0.281 4.464 -0.422
C -1.597 5.750 1.130
C -1.996 -3.097 -1.962
C 0.158 3.155 -0.903
C -1.089 -4.133 -2.617
H 0.808 3.381 -2.905
H -0.999 -5.507 3.758
H 1.086 -4.107 0.238
C 1.214 3.030 -1.953
C 0.210 -4.948 2.057
F -5.650 0.283 3.633
S -0.833 -2.845 0.584
H 0.814 5.607 -1.891
C -4.440 -0.013 0.265
S -0.811 0.249 2.134
H 1.650 -2.266 1.738
H -1.626 -4.113 2.897
C -1.137 -5.082 2.765
H 1.508 1.989 -2.056
H 0.880 -4.323 2.647
C 0.114 -4.394 0.637
H 0.022 7.778 -1.060
O 0.030 -1.908 -0.314
H 2.086 3.640 -1.716
H 0.671 -5.935 1.988
C -1.170 6.919 0.508
H 3.051 -3.321 1.415
C -4.815 0.214 2.607
H 3.429 -1.470 -2.413
C -1.158 4.525 0.665
C 2.728 -2.295 1.597
C -0.305 6.866 -0.579
O -0.392 2.141 -0.439
F -4.894 -0.189 -0.975
H -1.033 -3.960 -3.691
C -2.536 0.196 1.771
F -3.003 0.376 4.065
H -1.575 -2.102 -2.105
H -0.070 -4.080 -2.226
C -3.450 0.267 2.816
H -3.075 -2.748 -0.104
C -2.230 -3.332 -0.473
F -6.626 -0.004 1.118
C -5.317 0.073 1.325
H 1.992 -2.301 -1.784
H 5.704 -1.456 0.309
F -2.262 -0.077 -0.579
Ge 3.236 -1.143 0.103
H 3.610 -3.009 -1.561
Ir 0.177 0.173 -0.015
H -0.352 -5.111 -0.037
H 2.379 1.394 0.029
H 3.202 -1.945 2.515
C 5.072 -0.568 0.348
H -1.468 -5.146 -2.466
H -2.976 -3.099 -2.442
H -1.816 -5.740 2.216
C 3.041 -2.078 -1.595
H -1.511 7.879 0.874
C 1.967 0.376 0.078
H 5.212 -0.084 1.314
C 0.141 5.642 -1.044
H -2.269 5.799 1.975
C -3.084 0.056 0.508
H 5.388 0.114 -0.442

x wins, 12.7 kcal/mol ahead of the next structure.

w | Density functional theory data (wB97M-V/def2-TZVPD) for a gas-phase ion, C6H13N (charge -1).

Computed properties:
Total charge: -1
Highest occupied orbital energy (alpha / beta), eV: 1.347 / -3.536
Gap between HOMO and LUMO (alpha / beta), eV: 2.6 / 7.4
Multiplicity: 2
Expectation value of S²: 0.75

Atoms and positions in Å:
H 0.217 2.655 0.980
H 1.765 0.348 -0.032
C 0.882 0.714 0.525
H -1.231 -0.868 -1.995
H -1.167 0.945 0.029
C -0.358 0.210 0.153
C 2.395 2.732 0.926
H 2.186 3.547 0.225
H 3.130 2.094 0.439
C -1.562 -1.474 -1.121
H 0.163 -1.693 -0.018
H 2.847 3.209 1.801
C 1.083 1.991 1.240
H -2.536 -1.027 -0.871
H -2.013 -3.507 -0.544
H 1.029 1.952 2.329
H -0.973 -3.165 -2.179
N -0.702 -1.155 0.001
H -2.668 -2.975 -2.035
C -1.749 -2.949 -1.443

x | Density functional theory data (wB97M-V/def2-TZVPD) for a molecular structure, C6H13N.

Computed properties:
Total charge: -1
Highest occupied orbital energy (alpha / beta), eV: 1.173 / -5.318
Gap between HOMO and LUMO (alpha / beta), eV: 2.8 / 9.2
Multiplicity: 2
Expectation value of S²: 0.75

Atoms and positions in Å:
H -0.541 1.652 0.446
C -1.098 -0.287 0.877
N -2.900 0.804 -1.092
H 3.847 -1.697 -0.007
H 1.533 1.242 -0.787
C -0.019 0.771 0.702
H 0.400 1.060 1.642
H -2.578 0.830 0.121
H -2.257 1.594 -1.298
H -1.532 -0.806 -1.176
C 2.066 -0.701 -0.281
H 0.364 0.185 -1.252
C -2.108 -0.275 -0.377
C 1.011 0.420 -0.422
H -1.680 -0.171 1.862
C 3.338 -0.749 0.186
H -0.624 -1.301 1.051
H 1.646 -1.668 -0.596
H 3.939 0.131 0.503
H -2.807 -1.034 -0.103

w wins, 64.2 kcal/mol ahead of the next structure.

w | Density functional theory data (wB97M-V/def2-TZVPD) for a single C4H8 molecule.

Computed properties:
Total charge: 0
Highest occupied orbital energy, eV: -9.527
Gap between HOMO and LUMO, eV: 10.8
SMILES: C=CCC
Multiplicity: 1

Atoms and positions in Å:
H -1.354 0.002 -0.687
H -0.088 -0.400 2.125
H -1.052 -1.550 -0.005
C 1.122 0.466 -1.524
C -0.664 -0.489 0.032
H -0.218 1.213 1.238
H -1.686 0.252 1.805
H 0.372 1.174 -1.934
H 2.121 0.485 -1.892
C 0.699 -0.413 -0.585
C -0.689 0.189 1.447
H 1.439 -0.928 -0.020

x | Density functional theory data (wB97M-V/def2-TZVPD) for a molecular structure, C4H8.

Computed properties:
Total charge: 0
Highest occupied orbital energy, eV: -7.706
Gap between HOMO and LUMO, eV: 7.3
Multiplicity: 1

Atoms and positions in Å:
H 1.642 -0.955 0.592
C -0.554 -0.525 0.087
C -0.748 -1.883 -0.161
H -2.371 0.164 -0.309
H 2.071 3.187 0.323
H -0.531 -2.859 0.258
H 2.399 3.766 0.657
C 0.838 -0.635 -0.034
C -1.325 0.510 -0.416
H -1.185 1.287 0.333
H -1.730 -1.954 -0.599
H 1.493 -0.104 -0.732

y | Density functional theory data (wB97M-V/def2-TZVPD) for a single C4H8 molecule.

Computed properties:
Total charge: 0
Highest occupied orbital energy, eV: -9.094
Gap between HOMO and LUMO, eV: 10.2
SMILES: C=C(C)C
Multiplicity: 1

Atoms and positions in Å:
H -0.159 -0.864 -2.181
H 2.136 0.185 -0.161
H -0.935 -1.156 1.322
H -0.105 0.493 1.905
C -0.045 -0.056 -0.218
C -0.555 -0.856 -1.145
H 1.154 1.203 0.712
C -0.771 -0.048 1.120
C 1.189 0.735 -0.286
H -1.490 -1.459 -0.879
H -1.719 0.384 1.018
H 1.300 1.438 -1.207

w wins, 9.9 kcal/mol ahead of the next structure.

w | Density functional theory data (wB97M-V/def2-TZVPD) for 2 unconnected molecules or ions with the total composition C4H8.

Computed properties:
Total charge: 0
Highest occupied orbital energy, eV: -10.131
Gap between HOMO and LUMO, eV: 11.3
SMILES: C=C.C=C
Multiplicity: 1

Atoms and positions in Å:
H 4.087 0.441 0.428
C 2.270 -0.413 0.034
H 3.036 1.337 -0.855
H 1.335 -0.415 -0.510
C -2.410 0.219 0.536
H 2.327 -1.086 0.876
H -3.330 0.253 -1.347
C -2.968 -0.348 -0.519
H -3.267 -1.387 -0.506
H -2.054 1.240 0.589
C 3.163 0.557 -0.120
H -2.188 -0.398 1.397

x | Density functional theory data (wB97M-V/def2-TZVPD) for a single C4H8 molecule.

Computed properties:
Total charge: 0
Highest occupied orbital energy, eV: -9.671
Gap between HOMO and LUMO, eV: 11.0
SMILES: C=CCC
Multiplicity: 1

Atoms and positions in Å:
H -2.821 -0.707 -0.216
H 1.797 -1.032 0.517
C -0.832 -0.294 0.350
H 2.494 0.366 -0.366
H 1.400 -0.739 -1.226
H 0.227 1.451 -0.347
C 1.563 -0.257 -0.233
H -2.190 0.971 -0.749
C -2.001 0.026 -0.192
H -0.739 -1.270 0.843
H 0.684 0.912 1.330
C 0.419 0.573 0.289

x wins, 28.8 kcal/mol ahead of the next structure.

w | Density functional theory data (wB97M-V/def2-TZVPD) for a single C5H9NS2 molecule.

Computed properties:
Total charge: 0
Highest occupied orbital energy, eV: -8.095
Gap between HOMO and LUMO, eV: 8.5
SMILES: CC(=S)N1CC(S)C1
Multiplicity: 1

Atoms and positions in Å:
H -0.517 1.375 0.776
C 1.670 -0.167 -0.198
S -3.057 -0.701 -0.587
C 1.957 1.376 -0.285
H 1.059 1.818 -0.791
H -1.864 -0.630 1.379
C -0.300 -1.627 0.199
H -3.580 0.485 -0.066
H 2.067 1.728 0.831
C -0.712 0.556 0.104
C -1.604 -0.663 0.379
N 0.396 -0.357 -0.011
H -0.228 -2.198 -0.703
H -1.082 1.012 -0.789
H -0.040 -2.134 1.127
S 2.851 -1.428 -0.344
H 2.985 1.555 -1.021

x | Density functional theory data (wB97M-V/def2-TZVPD) for a single C5H9NS2 molecule.

Computed properties:
Total charge: 0
Highest occupied orbital energy, eV: -8.839
Gap between HOMO and LUMO, eV: 8.4
SMILES: C/C=C(\CN)SC=S
Multiplicity: 1

Atoms and positions in Å:
S -0.019 -1.221 1.761
H -0.402 3.244 -0.310
C -0.097 2.183 -0.594
H -2.196 -0.732 -0.456
H -1.138 -2.892 -0.739
H -1.062 0.186 -1.580
C 1.765 -0.959 1.765
N -0.818 -1.941 -1.457
C -0.325 -0.116 0.472
H 0.791 2.460 -1.181
S 2.767 -1.846 2.706
H 0.363 -1.966 -1.427
H 2.037 -0.412 0.864
H -1.063 1.790 -1.207
C -1.089 -0.606 -0.791
H 0.368 1.640 1.666
C 0.118 1.187 0.509

w wins, 38.9 kcal/mol ahead of the next structure.